Record 1
Formula: C7H9N
Source: OMol25
Level of theory: ωB97M-V with the def2-TZVPD basis set

The geometry in ORCA input format:
```
! wB97M-V def2-TZVPD RIJCOSX def2/J DEFGRID3
* xyz 0 1
C -1.92 -1.51 -3.34
C -1.24 -1.28 -2.39
C -0.38 -0.95 -1.24
C -0.23 0.28 -0.69
C 0.68 0.60 0.42
N 1.27 -0.32 1.38
C 0.36 0.66 1.93
C 0.97 1.81 2.70
H -2.62 -1.84 -4.11
H 0.14 -1.88 -0.95
H -0.89 1.07 -1.17
H 1.36 1.42 0.07
H 1.02 -1.26 1.30
H -0.68 0.46 2.21
H 0.38 2.72 2.37
H 2.03 2.05 2.47
H 0.91 1.88 3.72
*
```

---

Record 2
Formula: C21H27ClN2O5
Source: OMol25
Level of theory: ωB97M-V with the def2-TZVPD basis set

The geometry in ORCA input format:
```
! wB97M-V def2-TZVPD RIJCOSX def2/J DEFGRID3
* xyz 0 1
C -7.22 0.91 0.23
O -6.30 0.17 -0.57
C -5.02 0.17 -0.08
C -4.10 1.10 -0.58
C -4.51 2.09 -1.63
C -2.80 1.07 -0.09
C -2.40 0.12 0.85
C -0.97 0.14 1.29
O -0.33 1.19 1.36
N -0.42 -1.06 1.58
C 0.97 -1.17 1.98
C 1.48 -2.59 1.79
C 2.96 -2.69 2.10
O 3.64 -1.89 1.17
C 5.02 -1.78 1.39
C 5.61 -0.95 0.27
N 5.51 -1.59 -1.03
C 4.41 -1.58 -1.84
O 4.24 -2.40 -2.72
C 3.45 -0.50 -1.61
C 2.60 0.33 -1.45
C 1.54 1.31 -1.24
C 1.84 2.73 -1.73
C 0.44 3.31 -1.77
O -0.44 2.24 -2.13
C 0.26 1.00 -2.02
C -3.32 -0.80 1.33
C -4.62 -0.77 0.86
Cl -5.77 -1.92 1.47
H -8.18 0.85 -0.27
H -7.29 0.48 1.23
H -6.91 1.96 0.30
H -3.64 2.59 -2.04
H -5.05 1.59 -2.44
H -5.18 2.85 -1.22
H -2.07 1.77 -0.47
H -0.95 -1.89 1.42
H 1.57 -0.49 1.37
H 1.09 -0.86 3.02
H 0.93 -3.28 2.44
H 1.31 -2.91 0.76
H 3.16 -2.34 3.12
H 3.30 -3.73 2.03
H 5.23 -1.30 2.36
H 5.49 -2.78 1.41
H 5.08 0.00 0.22
H 6.66 -0.74 0.48
H 6.09 -2.40 -1.19
H 1.29 1.35 -0.18
H 2.51 3.27 -1.07
H 2.28 2.69 -2.73
H 0.14 3.70 -0.79
H 0.32 4.11 -2.51
H 0.50 0.62 -3.02
H -0.38 0.27 -1.51
H -3.05 -1.53 2.08
*
```

---

Record 3
Formula: C54H81CrGeN3O4SeSi3
Source: OMol25
Level of theory: ωB97M-V with the def2-TZVPD basis set

The geometry in ORCA input format:
```
! wB97M-V def2-TZVPD RIJCOSX def2/J DEFGRID3
* xyz -1 6
Cr 0.45 0.24 -0.98
C -3.38 -0.63 5.40
C -2.22 -1.62 5.27
C -1.29 -1.44 6.48
C -2.81 -3.04 5.28
C -1.44 -1.41 3.97
C -1.73 -0.39 3.07
C -1.06 -0.35 1.86
Se -1.28 1.13 0.65
C -0.05 2.23 1.62
C -0.48 2.98 2.70
C 0.42 3.76 3.40
C 1.73 3.80 2.91
C 2.19 3.07 1.82
C 1.28 2.18 1.17
O 1.63 1.37 0.19
C 3.61 3.27 1.27
C 4.44 4.22 2.13
C 3.47 3.90 -0.13
C 4.38 1.94 1.18
C 0.04 4.57 4.64
C 0.99 4.23 5.80
C -1.39 4.25 5.10
C 0.13 6.07 4.33
C -0.09 -1.28 1.46
O 0.31 -1.31 0.21
C 0.36 -2.19 2.46
C -0.37 -2.25 3.64
C 1.61 -3.08 2.33
C 2.47 -2.89 3.60
C 1.18 -4.55 2.21
C 2.51 -2.72 1.14
H -3.96 -0.86 6.30
H -4.05 -0.68 4.54
H -3.01 0.40 5.49
H -1.84 -1.59 7.42
H -0.87 -0.43 6.48
H -0.46 -2.15 6.45
H -3.40 -3.21 6.19
H -2.02 -3.80 5.23
H -3.46 -3.18 4.41
H -2.46 0.37 3.30
H -1.53 2.94 2.98
H 2.44 4.45 3.41
H 3.98 5.22 2.20
H 5.43 4.35 1.68
H 4.58 3.83 3.14
H 3.04 4.91 -0.05
H 2.81 3.31 -0.76
H 4.45 3.98 -0.62
H 4.54 1.54 2.19
H 5.36 2.10 0.72
H 3.83 1.20 0.60
H 0.97 3.16 6.00
H 0.70 4.77 6.71
H 2.03 4.51 5.57
H -1.52 3.18 5.25
H -2.13 4.60 4.38
H -1.59 4.76 6.05
H 1.15 6.35 4.05
H -0.16 6.67 5.20
H -0.53 6.32 3.50
H -0.07 -2.99 4.38
H 1.98 -3.30 4.49
H 2.66 -1.83 3.77
H 3.43 -3.40 3.48
H 0.61 -4.86 3.10
H 2.05 -5.20 2.11
H 0.54 -4.68 1.34
H 2.76 -1.66 1.13
H 2.05 -2.95 0.18
H 3.44 -3.30 1.21
N -1.09 2.20 -3.37
C -1.59 3.19 -2.50
C -2.74 3.89 -2.89
C -3.22 4.88 -2.07
C -2.53 5.18 -0.90
C -1.42 4.42 -0.60
N -0.98 3.42 -1.36
C 0.29 1.96 -3.55
C 0.83 2.07 -4.83
C 2.18 1.89 -5.01
C 2.97 1.70 -3.88
C 2.36 1.63 -2.65
N 1.03 1.67 -2.48
H -1.59 2.18 -4.24
H -3.23 3.66 -3.83
H -4.12 5.42 -2.34
H -2.85 5.97 -0.24
H -0.85 4.60 0.31
H 0.18 2.30 -5.67
H 2.61 1.91 -6.00
H 4.04 1.59 -3.96
H 2.93 1.47 -1.75
O 0.82 -1.29 -3.58
C 1.95 -1.29 -2.87
O 1.98 -0.71 -1.67
C 3.13 -1.84 -3.41
C 4.36 -1.79 -2.65
C 5.52 -2.33 -3.17
C 5.54 -2.94 -4.44
C 4.35 -2.97 -5.20
C 3.18 -2.44 -4.71
H 4.35 -1.33 -1.67
H 6.44 -2.28 -2.59
H 6.46 -3.37 -4.83
H 4.36 -3.42 -6.19
H 2.28 -2.47 -5.31
C 0.79 -4.38 -2.06
Si -0.63 -3.65 -3.03
C -2.05 -4.88 -2.83
C -0.21 -3.84 -4.86
Ge -1.01 -1.33 -2.48
Si -2.41 -0.73 -4.36
C -3.48 -2.13 -5.05
C -1.65 0.01 -5.94
C -3.75 0.48 -3.74
Si -3.12 -1.91 -0.73
C -2.63 -3.18 0.55
C -4.01 -0.48 0.12
C -4.52 -2.71 -1.70
H 0.88 -5.45 -2.27
H 0.62 -4.25 -0.98
H 1.73 -3.88 -2.31
H -1.70 -5.88 -3.14
H -2.91 -4.62 -3.47
H -2.42 -4.96 -1.80
H 0.23 -4.82 -5.04
H 0.50 -3.07 -5.16
H -1.10 -3.73 -5.49
H -2.90 -2.89 -5.58
H -4.22 -1.71 -5.74
H -4.03 -2.64 -4.25
H -0.56 -0.11 -5.95
H -1.89 1.07 -6.06
H -2.05 -0.52 -6.80
H -4.64 -0.08 -3.44
H -4.06 1.20 -4.51
H -3.42 1.05 -2.86
H -1.87 -2.81 1.24
H -2.23 -4.08 0.07
H -3.52 -3.45 1.13
H -3.59 -0.27 1.10
H -5.07 -0.76 0.25
H -3.97 0.44 -0.46
H -4.19 -3.57 -2.30
H -5.02 -2.00 -2.36
H -5.25 -3.08 -0.97
*
```

Its expectation value of S² is 8.843.

---

Record 4
Formula: C5H8Cl2
Source: OMol25
Level of theory: ωB97M-V with the def2-TZVPD basis set

The geometry in ORCA input format:
```
! wB97M-V def2-TZVPD RIJCOSX def2/J DEFGRID3
* xyz 0 1
C 2.01 0.58 -0.25
C 0.98 -0.47 0.13
C -0.33 -0.27 0.09
C -1.27 -1.32 0.56
Cl -2.15 -2.09 -0.79
C -0.97 0.97 -0.44
Cl -1.74 1.87 0.92
H 2.66 0.35 -1.11
H 1.53 1.53 -0.41
H 2.65 0.81 0.60
H 1.30 -1.44 0.38
H -2.03 -0.94 1.26
H -0.68 -2.09 1.04
H -0.22 1.66 -0.78
H -1.74 0.85 -1.21
*
```

---

Computed DFT total energy (hartree) in order:
-326.734776, -1762.275199, -8963.015817, -1115.682957